Entry 1:
{
  "formula": "C2H9N5",
  "method": "ωB97M-V/def2-TZVPD",
  "spin_multiplicity": 1,
  "homo_lumo_gap_ev": [9.8209, 9.8199],
  "e_homo_ev": [-8.738, -8.737],
  "largest_force_ev_per_a": 1.67,
  "e_above_lowest_kj_mol": 523.0,
  "energy_ha": -355.19966,
  "elements": ["C", "C", "N", "N", "N", "N", "N", "H", "H", "H", "H", "H", "H", "H", "H", "H"],
  "coordinates": [[0.659556, -0.067627, -0.490097], [1.408758, 1.236382, -0.364627], [-0.849152, 0.079105, -0.460786], [-1.460480, -1.132481, -0.358754], [0.146766, -2.111633, 0.403963], [0.865541, -1.016815, 0.600013], [-1.262161, 0.967475, 0.582432], [-1.334950, -1.617177, -1.245629], [-0.917361, -1.906553, 0.797832], [0.753075, -0.525688, 1.499821], [0.885505, -0.589402, -1.420770], [-1.953681, 1.589486, 0.177268], [-1.731314, 0.421629, 1.302227], [1.106625, 1.915893, -1.160780], [1.205693, 1.713388, 0.592449], [2.477580, 1.044018, -0.454561]],
  "forces_ev_per_a": [[-0.4, -0.2, 0.0], [0.0, -0.1, 0.0], [0.0, -0.2, 0.0], [0.2, 0.8, -0.6], [-1.6, 0.3, 0.2], [0.2, 0.6, 0.3], [0.2, -0.1, 0.0], [0.1, 0.0, 0.2], [1.5, -0.7, 0.1], [-0.1, -0.2, -0.3], [0.0, 0.0, 0.0], [0.0, -0.1, 0.1], [0.0, 0.0, -0.1], [0.0, 0.0, 0.0], [0.0, 0.0, 0.0], [0.0, 0.0, 0.0]],
  "lowdin_charge": [-0.368, -0.056, -0.250, -0.002, -0.028, -0.137, 0.046, 0.077, 0.082, 0.121, 0.137, 0.081, 0.076, 0.079, 0.065, 0.079]
}

=====

Entry 2:
{
  "formula": "C2H9N5O2",
  "method": "ωB97M-V/def2-TZVPD",
  "spin_multiplicity": 1,
  "homo_lumo_gap_ev": 11.9886,
  "smiles": "NC(=[NH2+])ON(O)C(N)=[NH2+]",
  "e_homo_ev": -18.949,
  "total_charge": 2,
  "largest_force_ev_per_a": 4.16,
  "e_above_lowest_kj_mol": 47.6,
  "energy_ha": -505.14104,
  "elements": ["C", "C", "N", "N", "N", "N", "N", "O", "O", "H", "H", "H", "H", "H", "H", "H", "H", "H"],
  "coordinates": [[-1.779695, 0.283374, -0.001828], [1.930810, 0.071468, 0.009275], [-2.798253, -0.513867, -0.183845], [2.081523, -1.010223, -0.659173], [-0.511926, -0.234705, 0.159891], [-1.862307, 1.614839, -0.119834], [2.876865, 0.913342, 0.203751], [-0.551368, -1.609076, 0.397075], [0.651962, 0.436637, 0.471177], [-2.773369, -1.483802, 0.015059], [-3.729410, -0.135819, -0.350675], [2.775117, -1.793973, -0.945024], [1.219079, -1.450493, -0.833814], [-2.761278, 2.091737, -0.203208], [-0.947418, 2.024631, 0.065009], [3.861744, 0.698532, -0.053760], [2.849781, 1.817322, 0.687720], [-0.531861, -1.719922, 1.342197]],
  "forces_ev_per_a": [[0.7, 2.5, -0.7], [-1.2, 0.2, -0.6], [-0.7, 0.4, 0.2], [0.2, -3.9, -1.5], [-0.4, -3.1, -0.9], [0.8, -1.5, 0.4], [2.3, 1.9, 1.0], [0.8, 1.0, -0.9], [0.6, 1.2, 0.8], [0.3, -0.9, 0.0], [0.4, 0.1, 0.0], [-0.2, 2.8, 1.0], [-1.5, -0.7, -0.2], [0.7, 0.1, 0.1], [-1.0, 1.0, -0.2], [-1.2, -0.2, 0.0], [-0.7, -0.6, 0.0], [0.0, -0.3, 1.3]],
  "lowdin_charge": [-0.320, -0.371, 0.270, 0.270, -0.079, 0.251, 0.278, 0.099, 0.118, 0.136, 0.174, 0.245, 0.101, 0.169, 0.139, 0.195, 0.180, 0.146]
}

=====

Entry 3:
{
  "formula": "C2H9N6",
  "method": "ωB97M-V/def2-TZVPD",
  "spin_multiplicity": 1,
  "homo_lumo_gap_ev": 11.0502,
  "smiles": "[H]/N=C1/CN[N@H+](N)N1N",
  "e_homo_ev": -14.125,
  "total_charge": 1,
  "largest_force_ev_per_a": 3.79,
  "e_above_lowest_kj_mol": 315.9,
  "energy_ha": -409.71175,
  "elements": ["C", "C", "N", "N", "N", "N", "N", "N", "H", "H", "H", "H", "H", "H", "H", "H", "H"],
  "coordinates": [[-1.455862, -0.176127, 0.075480], [-0.958118, -1.550299, -0.226825], [-2.579887, 0.215463, 0.202281], [0.488313, -1.565927, -0.035482], [-0.070406, 0.743921, 0.342535], [-0.068023, 2.006072, -0.262049], [2.248462, 0.191594, 0.285494], [0.912985, -0.166583, -0.244714], [-1.633366, -2.163368, 0.519364], [-1.266968, -1.856565, -1.316181], [-2.887949, 1.177366, 0.399963], [0.637310, -1.740145, 0.984550], [-0.090727, 2.047896, -1.288366], [0.558900, 2.629762, 0.159076], [2.800676, -0.673448, 0.536651], [2.167234, 0.762676, 1.084646], [1.197427, 0.117715, -1.216423]],
  "forces_ev_per_a": [[3.4, 1.6, 0.1], [-2.7, -1.0, -0.9], [-2.4, 1.1, 0.1], [0.4, 0.6, 1.0], [-1.8, -0.8, -1.2], [-1.3, -1.8, -0.7], [0.7, -2.6, -0.6], [2.2, 0.9, 0.5], [2.0, 0.5, -1.5], [0.7, 0.5, 2.1], [0.7, -0.5, -0.1], [0.3, 0.4, -1.0], [-0.1, -0.1, 0.6], [0.9, 0.9, 0.6], [-1.0, 1.1, -0.6], [-0.7, 0.6, 1.3], [-1.5, -1.1, 0.2]],
  "lowdin_charge": [-0.309, -0.138, 0.220, 0.056, -0.072, 0.069, 0.124, -0.172, 0.183, 0.167, 0.115, 0.153, 0.116, 0.074, 0.136, 0.076, 0.203]
}

=====

Entry 4:
{
  "formula": "C2H9NO",
  "method": "ωB97M-V/def2-TZVPD",
  "spin_multiplicity": 1,
  "homo_lumo_gap_ev": 10.7917,
  "smiles": "[H][H].C1CO1.N",
  "e_homo_ev": -9.750,
  "largest_force_ev_per_a": 0.87,
  "e_above_lowest_kj_mol": 231.7,
  "energy_ha": -211.49684,
  "elements": ["N", "H", "H", "H", "H", "C", "O", "C", "H", "H", "H", "H", "H"],
  "coordinates": [[-0.055383, -0.314595, 2.544347], [-0.127560, 0.230990, 1.682505], [4.540964, -0.425902, 0.220886], [-0.593760, -1.163383, 2.553854], [0.918249, -0.561455, 2.627472], [-0.776147, -0.142344, -1.081000], [-0.987302, 1.117251, -0.457485], [-1.782925, 0.776910, -1.598549], [-1.130935, -1.012214, -0.527008], [0.164089, -0.254106, -1.603559], [-2.842197, 0.560401, -1.463856], [-1.626223, 1.442754, -2.434165], [4.299132, -0.254305, -0.463442]],
  "forces_ev_per_a": [[0.5, 0.7, -0.1], [-0.5, -0.5, 0.3], [-0.1, 0.0, -0.1], [-0.2, 0.0, -0.4], [0.2, -0.1, 0.2], [-0.1, -0.1, -0.3], [-0.4, -0.2, 0.2], [-0.3, 0.4, 0.0], [0.2, 0.2, 0.0], [0.1, 0.0, 0.0], [0.2, 0.0, 0.5], [0.4, -0.2, -0.3], [0.1, 0.0, 0.1]],
  "lowdin_charge": [0.020, -0.009, 0.001, -0.002, -0.003, -0.175, -0.093, -0.156, 0.106, 0.105, 0.106, 0.102, 0.000]
}

=====

Entry 5:
{
  "formula": "C2H9NO2",
  "method": "ωB97M-V/def2-TZVPD",
  "spin_multiplicity": 1,
  "homo_lumo_gap_ev": 10.6602,
  "smiles": "C=NC.O.O",
  "e_homo_ev": -10.192,
  "largest_force_ev_per_a": 1.40,
  "e_above_lowest_kj_mol": 83.6,
  "energy_ha": -286.78656,
  "elements": ["C", "C", "N", "H", "H", "H", "H", "H", "H", "H", "O", "H", "H", "O"],
  "coordinates": [[1.457722, -0.239588, 0.067124], [2.678445, 0.003249, -1.879906], [2.746074, -0.116880, -0.625991], [0.567468, -0.575078, -0.475411], [1.262453, 0.760601, 0.454621], [1.545744, -0.926044, 0.907565], [3.625588, 0.177985, -2.394009], [1.799004, -0.058673, -2.511438], [-3.218202, -0.363442, 2.831569], [-2.755296, 1.023080, 3.294572], [-3.114540, 0.197941, 3.610635], [-2.835144, 0.337881, -1.469758], [-1.442177, -0.235705, -1.085713], [-2.317140, 0.014673, -0.723859]],
  "forces_ev_per_a": [[0.4, 0.1, 0.6], [1.3, 0.0, 0.0], [-1.3, -0.2, -0.4], [0.3, 0.1, -0.6], [-0.2, -0.1, 0.2], [0.2, 0.1, 0.1], [-0.1, -0.1, -0.1], [-0.5, 0.0, 0.1], [0.1, 0.2, 0.1], [0.1, 0.3, -0.2], [-0.2, -0.5, 0.1], [0.2, -0.1, 0.0], [-0.9, 0.3, 0.2], [0.7, -0.2, -0.2]],
  "lowdin_charge": [-0.145, -0.090, -0.073, 0.047, 0.081, 0.071, 0.064, 0.066, 0.033, 0.022, -0.058, 0.035, 0.019, -0.071]
}

=====

Entry 6:
{
  "formula": "C2H9NO3",
  "method": "ωB97M-V/def2-TZVPD",
  "spin_multiplicity": 1,
  "homo_lumo_gap_ev": 9.8981,
  "smiles": "NCC=O.O.O",
  "e_homo_ev": -9.306,
  "largest_force_ev_per_a": 1.96,
  "e_above_lowest_kj_mol": 222.7,
  "energy_ha": -362.03002,
  "elements": ["O", "C", "C", "N", "H", "H", "H", "H", "H", "H", "H", "O", "H", "H", "O"],
  "coordinates": [[-2.159364, 0.600332, -2.065535], [-2.285663, 1.722936, -2.479691], [-2.013217, 2.964821, -1.674630], [-0.644067, 3.007033, -1.176870], [-2.911712, 1.888383, -3.381088], [-2.258395, 3.821781, -2.294675], [-2.638319, 2.879654, -0.782254], [-0.547805, 3.468247, -0.295148], [-0.081070, 2.217313, -1.417661], [3.996044, -4.523514, 3.324911], [3.264965, -4.721092, 4.699500], [3.715316, -4.095883, 4.132878], [1.858826, -2.510214, 0.780806], [2.199405, -1.874681, 2.070300], [1.871204, -2.700819, 1.725802]],
  "forces_ev_per_a": [[0.8, 0.1, -0.2], [-1.9, -0.3, 0.4], [1.3, -0.4, 0.6], [-0.5, 0.7, -1.1], [0.5, 0.0, -0.3], [-0.2, 0.3, 0.1], [-0.7, 0.2, -0.4], [0.4, -0.4, 0.2], [0.2, -0.2, 0.6], [-0.2, -0.3, -0.1], [0.0, -0.3, -0.2], [0.2, 0.7, 0.3], [-0.2, -0.3, -0.1], [0.2, 0.3, 0.6], [0.0, -0.1, -0.6]],
  "lowdin_charge": [0.055, -0.266, -0.244, -0.003, 0.117, 0.097, 0.122, 0.061, 0.061, 0.027, 0.028, -0.057, 0.033, 0.025, -0.056]
}

=====

Entry 7:
{
  "formula": "C2H9NO3",
  "method": "ωB97M-V/def2-TZVPD",
  "spin_multiplicity": 2,
  "homo_lumo_gap_ev": [9.4849, 3.7532],
  "e_homo_ev": [-13.887, -13.877],
  "total_charge": 1,
  "largest_force_ev_per_a": 4.43,
  "e_above_lowest_kj_mol": 99.0,
  "energy_ha": -361.69815,
  "elements": ["C", "N", "C", "O", "H", "H", "H", "H", "H", "H", "H", "O", "H", "H", "O"],
  "coordinates": [[-0.729000, -1.763436, 0.187426], [-0.216180, -1.419431, -1.007797], [1.100822, -0.844046, -1.206055], [-0.217084, -1.632547, 1.267337], [-1.759067, -2.217700, 0.184822], [-0.739789, -1.562169, -1.875768], [1.718219, -1.652234, -1.729329], [1.521365, -0.520905, -0.225453], [1.023543, 0.032173, -1.797381], [-0.001233, 0.641951, 2.013037], [0.860875, 1.905633, 1.975431], [0.115141, 1.477790, 1.499453], [-0.824274, 2.490757, -1.265962], [0.022115, 2.585464, 0.066834], [-0.215486, 3.139500, -0.789274]],
  "forces_ev_per_a": [[-3.8, -1.8, 1.3], [2.1, 1.2, -1.5], [0.5, -1.3, 1.7], [1.6, 0.7, 0.2], [0.8, 0.4, -0.7], [-0.4, -0.2, 0.4], [-0.5, 1.0, 0.5], [-0.2, -0.7, -0.7], [-0.2, 0.8, -1.2], [0.0, 1.0, -0.5], [-0.6, -0.2, -0.4], [0.9, -1.0, 1.2], [1.1, 1.5, 0.9], [-0.9, 1.7, -2.5], [-0.4, -3.2, 1.3]],
  "lowdin_charge": [-0.233, 0.191, 0.045, 0.205, 0.180, 0.198, 0.173, 0.123, 0.110, 0.057, 0.090, -0.075, 0.044, 0.028, -0.135]
}

=====

Entry 8:
{
  "formula": "C2H9NO4",
  "method": "ωB97M-V/def2-TZVPD",
  "spin_multiplicity": 1,
  "homo_lumo_gap_ev": 10.9125,
  "smiles": "CNC(=O)O.O.O",
  "e_homo_ev": -10.464,
  "largest_force_ev_per_a": 1.84,
  "e_above_lowest_kj_mol": 40.0,
  "energy_ha": -437.33217,
  "elements": ["C", "N", "C", "O", "O", "H", "H", "H", "H", "H", "H", "H", "O", "H", "H", "O"],
  "coordinates": [[-0.266101, -0.686335, -1.922240], [0.628522, -0.566626, -0.750572], [0.416607, -1.209322, 0.451192], [-0.599284, -2.134436, 0.376694], [1.105448, -1.031536, 1.434475], [-0.502465, -1.765743, -2.119731], [0.158358, -0.228328, -2.837020], [-1.240410, -0.181652, -1.831423], [1.173965, 0.291587, -0.560292], [-1.436409, -1.721487, 0.064906], [2.171383, 1.838556, 1.725642], [1.234426, 0.626405, 1.513126], [1.425428, 1.543053, 1.136514], [-1.310211, 1.714627, 1.858849], [-1.122980, 1.699208, 0.391110], [-1.836275, 1.812029, 1.068771]],
  "forces_ev_per_a": [[-0.2, -0.5, -0.3], [-0.2, 0.7, 0.7], [-0.6, -0.2, -1.7], [-0.2, 0.5, 0.7], [-0.6, -0.6, 0.0], [0.5, 1.0, 0.1], [0.3, -0.4, 0.7], [0.2, 0.0, 0.5], [-0.3, -0.6, -0.7], [0.9, -0.3, 0.1], [-1.1, -0.2, -1.0], [0.5, 1.1, -0.6], [0.8, -0.4, 1.6], [0.1, 0.1, 0.7], [-0.9, 0.3, 0.6], [1.0, -0.4, -1.3]],
  "lowdin_charge": [-0.076, 0.035, -0.576, 0.082, 0.071, 0.100, 0.090, 0.078, 0.126, 0.126, 0.074, 0.010, -0.116, 0.017, 0.033, -0.072]
}